No. 1
One molecule with the formula C4H8N2 at a distorted geometry. Source: OMol25; level of theory: the ωB97M-V functional and the def2-TZVPD basis.

Its SMILES is CCNCC#N. The net charge is 0. As for the LUMO energy: 0.90 eV. Its max |F| is 1.06 eV/Å. As for the molar mass: 84.1 g mol⁻¹. Its HOMO energy is -9.7 eV.

Element x y z (Å)
C1 -0.96790 -1.18085 -1.43280
C2 -0.61638 -0.67568 -0.03944
N1 -0.01873 0.65795 -0.14595
C3 1.05627 0.95848 0.76819
C4 0.65048 0.95876 2.19423
N2 0.25588 0.94719 3.28158
H1 -0.06857 -1.17263 -2.05600
H2 -1.70522 -0.52410 -1.90727
H3 -1.37718 -2.19617 -1.41096
H4 -1.49943 -0.68721 0.61862
H5 0.11346 -1.34817 0.42741
H6 -0.73496 1.37331 -0.08954
H7 1.47891 1.93982 0.52393
H8 1.86252 0.22788 0.63615

---

No. 2
A 2-piece molecular cluster, CH3N2OS2 overall at a distorted geometry. Source: OMol25; level of theory: the ωB97M-V functional and the def2-TZVPD basis.

The net charge is -1. As for the LUMO energy: 3.15 eV. Its max |F| is 2.35 eV/Å. As for the molar mass: 123.2 g mol⁻¹. Its HOMO energy is -1.8 eV.

Element x y z (Å)
C1 1.02850 2.90950 -0.77243
N1 -0.77033 -2.13521 0.79671
N2 -0.67835 -0.82704 0.22122
O1 0.67345 3.65063 -1.61714
S1 1.50077 2.29690 0.60340
S2 0.43379 -0.43506 -1.10900
H1 -1.65862 -2.57142 0.49506
H2 -0.06922 -2.78098 0.51331
H3 -0.45998 -0.10732 0.86886